# 1
DFT (ωB97M-V/def2-TZVPD) results for a cluster of 2 separate species, C4H12 in total at a distorted geometry.

## Properties
LUMO level: 1.1220 eV
Orbital gap: 0.457 Eh
SMILES string: CC.CC

XYZ file:
```
16
C4H12, DFT ωB97M-V/def2-TZVPD
C 2.262 0.422 1.082
C 1.837 1.141 -0.135
C -2.240 -0.088 -0.447
C -1.837 -1.585 -0.506
H 1.729 -0.457 1.313
H -2.155 -2.077 -1.393
H 2.693 1.527 -0.667
H 2.182 1.129 1.946
H 3.327 0.054 0.763
H -0.732 -1.577 -0.497
H 1.207 2.062 -0.071
H 1.171 0.521 -0.670
H -1.763 0.682 -1.065
H -2.240 -2.081 0.384
H -3.294 0.101 -0.667
H -2.146 0.227 0.629
```

# 2
DFT (ωB97M-V/def2-TZVPD) results for a cluster of 2 separate species, C4H12 in total at a distorted geometry.

## Properties
LUMO level (spin up / spin down): -3.0261 / -11.0752 eV
Orbital gap (spin up / spin down): 0.500 / 0.164 Eh
<S²>: 0.75
Charge: +1
Spin multiplicity: 2

XYZ file:
```
16
C4H12, DFT ωB97M-V/def2-TZVPD
C -1.946 1.279 1.666
C -1.314 0.824 0.343
C 1.817 -0.770 -0.369
C 1.334 -1.186 -1.757
H 2.696 -1.373 -0.025
H -1.235 1.446 -0.455
H -1.277 0.921 2.486
H -0.186 0.629 0.565
H 1.921 -2.065 -2.198
H -1.953 2.387 1.705
H 2.104 0.270 -0.297
H -1.635 -0.123 -0.019
H 1.083 -1.050 0.533
H 0.416 -1.787 -1.559
H -2.990 0.949 1.858
H 1.163 -0.350 -2.475
```

Number 1: molecular weight 60.1 g/mol. Number 2: molecular weight 60.1 g/mol.